Entry 1:
Entry from OMol25: an isolated molecule of C3H3Cl2NO (ωB97M-V/def2-TZVPD).

CARTESIAN COORDINATES (ANGSTROEM)
C1 -0.248 -0.745 -0.905
C2 0.543 0.244 -0.133
C3 1.651 0.614 -1.192
N1 0.018 -1.369 -1.879
O1 2.103 -0.262 -1.882
Cl1 1.114 2.081 -1.962
Cl2 2.941 1.313 0.202
H1 -1.290 -0.835 -0.456
H2 0.110 1.168 0.308
H3 0.775 -0.535 0.550

Force components x, y, z for each atom (eV/Å):
C -3.253 1.572 0.753
C 0.481 0.958 -0.520
C 0.021 1.430 3.073
N 1.377 -0.982 -1.619
O -0.173 -2.631 -1.373
Cl -0.493 1.372 -0.981
Cl -0.203 -0.368 -0.265
H 0.899 -0.293 -0.567
H -0.149 -1.135 -0.267
H 1.494 0.078 1.767

The HOMO energy (alpha / beta) comes out at -0.3836 / -0.3836 Eh. The orbital gap (alpha / beta) comes out at 0.25866 / 0.25870 Eh. The calculation puts the LUMO energy (alpha / beta) at -3.399 / -3.398 eV. The calculation puts the strongest force on any atom at 3.7 eV/Å. The multiplicity is 1. The energy above the lowest of the compared OMol25 structures with the same formula, charge and spin is 101.21 kcal/mol.

=====

Entry 2:
Entry from OMol25: a cluster of 2 separate species, CH5S2 in total (ωB97M-V/def2-TZVPD).

CARTESIAN COORDINATES (ANGSTROEM)
S1 -2.250 0.742 -0.184
H1 -1.176 0.012 0.395
C1 1.449 -0.035 -0.092
S2 0.139 -1.357 0.015
H2 1.256 0.659 0.740
H3 2.497 -0.423 0.214
H4 1.386 0.570 -1.001
H5 -3.300 -0.169 -0.087

Force components x, y, z for each atom (eV/Å):
S -0.344 -0.375 0.148
H -1.323 0.202 -0.182
C 0.367 -0.177 1.662
S 1.476 0.399 -0.307
H -0.132 -0.122 -0.206
H -1.730 0.235 -1.142
H 0.374 -0.646 -0.101
H 1.312 0.483 0.129

The HOMO energy (alpha / beta) comes out at -0.3459 / -0.3344 Eh. The orbital gap (alpha / beta) comes out at 0.37836 / 0.25218 Eh. The calculation puts the LUMO energy (alpha / beta) at 0.883 / -2.236 eV. As for the expectation value of S²: 0.755. The calculation puts the strongest force on any atom at 2.1 eV/Å. The multiplicity is 2. The energy above the lowest of the compared OMol25 structures with the same formula, charge and spin is 6.52 kcal/mol.

=====

Entry 3:
Entry from OMol25: a structure of composition C35H59CrN6O2P2S2 (ωB97M-V/def2-TZVPD).

CARTESIAN COORDINATES (ANGSTROEM)
Cr1 0.144 -0.696 -2.080
N1 -1.454 -3.166 -5.129
C1 -2.206 -3.833 -4.190
C2 -1.895 -3.268 -2.995
N2 -0.959 -2.278 -3.181
C3 -0.729 -2.236 -4.484
C4 0.166 -1.221 -5.003
N3 0.670 -0.361 -4.142
C5 1.449 0.514 -4.856
C6 1.405 0.165 -6.170
N4 0.584 -0.940 -6.249
H1 -1.473 -3.339 -6.120
H2 -2.882 -4.627 -4.454
H3 -2.295 -3.512 -2.027
H4 1.981 1.321 -4.378
H5 1.875 0.589 -7.040
H6 0.357 -1.433 -7.096
C7 -2.077 3.787 3.949
C8 -0.632 3.563 3.556
C9 0.361 3.978 4.622
O1 -0.371 4.349 2.366
P1 0.127 3.549 1.057
S1 -1.300 2.243 0.557
S2 1.952 2.853 1.305
O2 0.231 4.774 0.022
C10 -0.642 5.918 -0.115
C11 -2.115 5.599 0.059
C12 -0.169 7.039 0.792
H7 -2.327 3.195 4.831
H8 -2.734 3.494 3.130
H9 -2.243 4.841 4.181
H10 -0.490 2.506 3.310
H11 0.237 5.036 4.860
H12 1.378 3.814 4.270
H13 0.198 3.399 5.534
H14 -0.478 6.223 -1.156
H15 -2.334 5.309 1.086
H16 -2.427 4.786 -0.595
H17 -2.692 6.494 -0.181
H18 -0.337 6.777 1.835
H19 -0.718 7.955 0.563
H20 0.895 7.221 0.645
C13 2.311 -0.902 3.949
C14 3.022 -0.497 2.661
C15 2.396 -1.204 1.447
C16 0.897 -1.467 1.687
C17 0.287 -0.326 2.505
C18 0.852 -0.405 3.931
P2 0.008 -1.874 0.145
C19 0.672 -3.520 -0.399
C20 0.863 -4.600 0.684
C21 1.827 -5.699 0.210
C22 1.685 -5.941 -1.289
C23 2.116 -4.691 -2.080
C24 1.940 -3.410 -1.252
C25 -1.751 -2.272 0.572
C26 -2.687 -1.105 0.246
C27 -4.149 -1.528 0.380
C28 -4.433 -2.248 1.719
C29 -3.229 -2.197 2.654
C30 -1.999 -2.829 2.003
H21 2.834 -0.494 4.814
H22 2.341 -1.991 4.062
H23 4.088 -0.725 2.708
H24 2.925 0.582 2.537
H25 2.902 -2.158 1.270
H26 2.535 -0.585 0.554
H27 0.812 -2.383 2.279
H28 -0.803 -0.374 2.530
H29 0.544 0.621 2.030
H30 0.230 -1.073 4.535
H31 0.790 0.582 4.395
H32 -0.121 -3.863 -1.073
H33 -0.110 -5.035 0.926
H34 1.248 -4.168 1.609
H35 1.647 -6.614 0.776
H36 2.859 -5.406 0.425
H37 0.643 -6.190 -1.513
H38 2.277 -6.803 -1.598
H39 1.517 -4.611 -2.993
H40 3.157 -4.781 -2.398
H41 1.906 -2.541 -1.925
H42 2.804 -3.242 -0.606
H43 -1.984 -3.077 -0.134
H44 -2.505 -0.749 -0.776
H45 -2.462 -0.251 0.885
H46 -4.405 -2.186 -0.457
H47 -4.781 -0.645 0.278
H48 -4.690 -3.295 1.536
H49 -5.300 -1.804 2.209
H50 -3.450 -2.720 3.586
H51 -3.016 -1.159 2.926
H52 -2.146 -3.910 1.941
H53 -1.136 -2.677 2.650
N5 2.475 4.944 -2.675
C31 1.984 3.704 -2.420
C32 0.631 3.399 -2.628
C33 0.168 2.156 -2.300
N6 0.955 1.177 -1.809
C34 2.252 1.466 -1.624
C35 2.809 2.678 -1.947
H54 1.815 5.699 -2.754
H55 3.354 5.194 -2.255
H56 -0.066 4.157 -2.963
H57 -0.886 1.928 -2.404
H58 2.853 0.694 -1.160
H59 3.848 2.866 -1.714

Force components x, y, z for each atom (eV/Å):
Cr -0.037 0.177 -0.083
N -0.025 -0.004 -0.037
C -0.014 -0.007 -0.015
C 0.019 -0.053 0.025
N 0.047 0.215 0.087
C -0.014 -0.054 0.023
C 0.047 0.067 0.022
N -0.070 -0.077 0.162
C 0.022 -0.028 -0.020
C 0.023 -0.011 -0.020
N 0.010 -0.013 -0.042
H 0.002 -0.003 0.006
H 0.011 0.013 0.000
H 0.017 0.024 0.001
H -0.027 -0.011 -0.018
H -0.017 -0.005 0.011
H 0.003 0.003 0.005
C -0.010 0.033 -0.013
C -0.001 0.080 0.053
C -0.021 0.015 -0.016
O 0.032 -0.148 0.112
P -0.119 -0.011 0.005
S 0.016 0.033 -0.091
S -0.069 -0.003 0.043
O 0.026 0.002 0.001
C -0.042 0.021 -0.057
C -0.030 0.039 0.015
C 0.004 -0.057 -0.007
H 0.006 0.009 0.004
H 0.000 -0.003 0.010
H -0.012 -0.015 -0.005
H 0.030 -0.003 -0.003
H 0.003 -0.012 0.000
H 0.000 -0.006 0.005
H 0.009 0.007 -0.013
H -0.018 -0.007 0.016
H 0.005 0.008 -0.024
H 0.004 0.003 -0.003
H -0.006 -0.008 -0.002
H 0.004 0.004 0.011
H 0.006 -0.005 0.004
H 0.001 0.010 0.013
C -0.020 0.023 -0.002
C -0.022 0.023 -0.003
C -0.021 -0.079 0.050
C -0.019 0.026 -0.032
C 0.065 -0.077 -0.004
C -0.018 -0.016 0.033
P -0.027 -0.104 -0.084
C 0.028 0.064 0.021
C -0.003 0.012 0.009
C 0.002 -0.002 -0.010
C 0.005 0.003 0.002
C -0.022 0.004 -0.016
C 0.003 0.005 0.002
C 0.086 -0.056 0.102
C 0.007 0.036 -0.072
C -0.003 -0.004 0.021
C -0.004 0.006 0.000
C -0.012 0.011 -0.003
C 0.011 0.032 0.003
H 0.002 -0.002 0.007
H 0.006 -0.001 -0.016
H 0.000 -0.007 0.012
H 0.015 0.017 -0.024
H 0.009 0.040 -0.007
H -0.017 -0.004 0.016
H 0.001 0.028 0.034
H -0.007 0.026 -0.026
H -0.003 0.032 0.002
H 0.017 0.012 0.013
H 0.013 0.016 -0.039
H 0.007 -0.050 -0.049
H 0.003 -0.005 0.016
H 0.003 0.001 -0.023
H -0.007 -0.007 -0.013
H -0.007 -0.004 0.011
H 0.006 0.012 0.013
H -0.010 0.001 -0.004
H 0.018 -0.011 -0.003
H 0.003 0.001 0.021
H 0.002 0.006 -0.016
H -0.009 -0.020 -0.034
H -0.028 -0.003 0.026
H 0.015 -0.007 -0.001
H 0.000 0.030 0.036
H -0.011 -0.001 0.006
H 0.005 0.001 0.005
H 0.015 0.004 -0.001
H -0.006 -0.008 -0.008
H -0.002 0.004 -0.005
H 0.008 -0.007 0.001
H -0.003 -0.003 -0.003
H -0.025 0.006 -0.005
N -0.033 -0.031 -0.030
C 0.070 0.037 0.036
C -0.079 0.018 0.002
C 0.096 0.022 0.070
N 0.077 -0.190 -0.150
C -0.063 -0.023 0.019
C 0.003 -0.037 0.064
H -0.003 0.006 0.020
H 0.010 0.002 0.012
H 0.026 -0.007 -0.007
H -0.012 -0.013 -0.010
H 0.041 0.003 -0.125
H 0.001 -0.009 -0.018

The HOMO energy (alpha / beta) comes out at -0.3200 / -0.3199 Eh. The orbital gap (alpha / beta) comes out at 0.20358 / 0.20039 Eh. The calculation puts the LUMO energy (alpha / beta) at -3.167 / -3.252 eV. Its net charge is +1. As for the expectation value of S²: 6.021. The calculation puts the strongest force on any atom at 0.3 eV/Å. The multiplicity is 5. The energy above the lowest of the compared OMol25 structures with the same formula, charge and spin is 2.72 kcal/mol.